(1)
ORCA calculation (ωB97M-V/def2-TZVPD) on a 5-piece molecular cluster, C43H72ClF12N3O11P overall.

## Properties
Kohn-Sham gap = 0.238 hartree
E_tot = -127159.700 eV
Net charge = +1
Max |F| = 0.1007 hartree/bohr

Geometry (Å):
C 2.968 1.711 4.079
C 3.010 2.341 2.572
C 4.412 1.891 1.926
C 4.328 1.513 0.370
N 3.345 0.441 0.045
C 3.973 -0.862 -0.244
N 4.587 -1.551 0.947
C 3.465 -1.970 1.852
C 2.315 -2.843 1.151
C 1.012 -2.710 2.118
C 0.396 -1.223 2.139
C -1.219 -1.173 2.121
C -1.730 0.100 1.281
C -2.076 1.393 2.210
C -2.112 2.659 1.192
C -0.873 3.681 1.430
C -1.101 5.095 0.691
C 0.157 6.114 0.895
C -0.343 7.605 1.340
C 0.146 7.882 2.863
C -0.921 7.275 3.896
N -0.413 6.172 4.757
C -1.307 5.583 5.759
C -0.567 4.492 6.552
C 0.867 4.479 5.940
C 0.882 5.538 4.822
O 1.885 -2.370 -0.157
C 2.979 -1.913 -0.985
C 2.292 -1.055 -2.202
Cl 0.680 -0.343 -1.592
C 1.913 -1.954 -3.478
C 0.954 -3.201 -3.161
P 4.068 -3.299 -1.728
O 4.542 -4.474 -0.563
O 5.440 -2.652 -2.563
H 2.422 2.493 4.716
H 4.040 1.631 4.501
H 2.388 0.729 4.135
H 2.081 1.982 2.012
H 2.904 3.481 2.679
H 4.853 1.048 2.587
H 5.138 2.781 2.065
H 5.394 1.298 -0.006
H 3.983 2.472 -0.178
H 2.580 0.374 0.730
H 4.829 -0.666 -0.995
H 5.157 -0.860 1.487
H 5.250 -2.317 0.706
H 3.095 -1.026 2.385
H 3.933 -2.627 2.679
H 2.638 -3.942 1.135
H 0.221 -3.501 1.902
H 1.416 -2.908 3.184
H 0.815 -0.665 3.064
H 0.734 -0.579 1.237
H -1.684 -2.102 1.643
H -1.559 -1.092 3.208
H -0.966 0.479 0.509
H -2.695 -0.117 0.684
H -3.139 1.216 2.627
H -1.327 1.552 3.055
H -2.018 2.310 0.095
H -3.086 3.249 1.284
H 0.042 3.193 0.950
H -0.770 3.872 2.553
H -1.187 4.911 -0.441
H -2.046 5.641 1.030
H 0.900 5.703 1.663
H 0.654 6.251 -0.122
H -1.482 7.699 1.342
H 0.169 8.391 0.671
H 0.125 9.031 2.983
H 1.225 7.562 3.037
H -1.910 6.978 3.374
H -1.219 8.136 4.610
H -2.390 5.897 5.941
H -0.877 3.822 7.412
H 1.741 3.833 6.262
H 1.800 5.780 4.182
H 2.956 -0.181 -2.536
H 1.319 -1.268 -4.196
H 2.869 -2.231 -4.056
H 1.559 -4.098 -2.752
H 0.548 -3.565 -4.177
H 0.080 -2.969 -2.469
H 5.426 -4.853 -0.815
H 5.132 -1.795 -2.961
C 4.344 -6.637 2.685
C 5.187 -5.508 3.238
O 5.996 -5.970 4.328
C 7.143 -6.597 3.984
O 7.499 -6.781 2.850
C 7.930 -6.990 5.232
F 7.149 -7.547 6.180
F 8.524 -5.921 5.805
F 8.905 -7.877 4.971
H 3.755 -7.100 3.479
H 3.667 -6.271 1.909
H 4.971 -7.421 2.255
H 4.533 -4.728 3.638
H 5.803 -5.045 2.462
C -2.506 -2.713 -4.338
C -2.627 -1.255 -3.942
O -3.977 -0.942 -3.566
C -4.324 -1.265 -2.304
O -3.586 -1.788 -1.509
C -5.761 -0.833 -2.020
F -6.611 -1.153 -3.027
F -5.863 0.503 -1.850
F -6.269 -1.398 -0.903
H -3.226 -2.959 -5.121
H -1.502 -2.931 -4.700
H -2.719 -3.370 -3.492
H -2.384 -0.623 -4.800
H -1.928 -0.993 -3.142
C -9.354 -0.872 -1.523
C -9.475 0.587 -1.128
O -10.824 0.902 -0.750
C -11.172 0.580 0.514
O -10.434 0.056 1.307
C -12.608 1.014 0.797
F -13.452 0.695 -0.206
F -12.702 2.351 0.966
F -13.110 0.451 1.911
H -10.077 -1.119 -2.305
H -8.350 -1.091 -1.886
H -9.566 -1.528 -0.676
H -9.233 1.219 -1.986
H -8.775 0.848 -0.330
C 1.368 0.727 -9.497
C 1.403 -0.732 -9.907
O 1.015 -1.577 -8.811
C -0.314 -1.713 -8.614
O -1.157 -1.177 -9.282
C -0.584 -2.673 -7.458
F 0.207 -2.434 -6.388
F -0.367 -3.957 -7.810
F -1.853 -2.608 -7.014
H 1.978 0.890 -8.605
H 1.740 1.363 -10.302
H 0.351 1.042 -9.250
H 2.425 -1.013 -10.173
H 0.779 -0.920 -10.784

Atom charges from the Löwdin analysis, given in e for atoms 1 to 4: -0.11 -0.22 -0.20 -0.20

(2)
ORCA calculation (ωB97M-V/def2-TZVPD) on a 13-piece molecular cluster, C43H78N8O9 overall.

## Properties
Kohn-Sham gap (spin up / spin down) = 0.060 / 0.299 hartree
E_tot = -76203.375 eV
Spin multiplicity = 2
Net charge = -1
Max |F| = 0.0806 hartree/bohr

Geometry (Å):
C -2.571 0.496 4.025
C -1.416 1.364 4.436
O -0.376 0.904 4.929
C -1.546 2.875 4.126
H -2.726 0.645 2.957
H -3.478 0.711 4.590
H -2.424 -0.584 4.034
H -0.530 3.265 4.197
H -2.141 3.513 4.779
H -1.847 3.091 3.101
C -0.709 1.096 -5.733
C 0.690 1.298 -5.166
O 1.418 0.289 -5.087
C 1.115 2.626 -4.522
H -0.764 0.153 -6.276
H -0.769 1.940 -6.421
H -1.439 1.192 -4.929
H 1.080 3.364 -5.324
H 2.140 2.570 -4.154
H 0.438 2.941 -3.728
C -3.699 1.880 -1.567
C -4.265 1.294 -2.844
O -3.603 0.516 -3.510
C -5.674 1.891 -3.243
H -4.009 1.303 -0.696
H -4.045 2.911 -1.500
H -2.610 1.857 -1.522
H -5.705 2.981 -3.256
H -6.491 1.558 -2.602
H -5.856 1.563 -4.266
C -1.573 -6.069 2.744
C -2.717 -5.081 2.966
O -3.886 -5.488 2.985
C -2.338 -3.662 3.345
H -1.920 -7.003 2.302
H -1.062 -6.355 3.663
H -0.855 -5.571 2.092
H -1.701 -3.239 2.568
H -1.780 -3.751 4.277
H -3.119 -2.906 3.425
C -3.243 -4.470 -0.472
C -4.371 -5.383 -0.882
O -4.628 -5.672 -2.005
C -5.147 -5.929 0.319
H -2.480 -5.147 -0.089
H -3.495 -3.797 0.348
H -2.852 -3.896 -1.312
H -4.657 -6.840 0.662
H -6.164 -6.129 -0.016
H -5.062 -5.098 1.019
C 1.023 -5.146 -1.793
C 0.061 -4.118 -2.392
O 0.225 -2.912 -2.114
N -0.876 -4.570 -3.241
C -1.750 -3.630 -3.962
H 0.935 -6.044 -2.405
H 0.739 -5.380 -0.767
H 2.024 -4.714 -1.774
H -1.051 -5.564 -3.280
H -1.260 -2.753 -4.383
H -2.572 -3.248 -3.356
H -2.258 -4.193 -4.746
C -1.835 -0.999 -0.039
C -0.689 0.046 -0.081
O -0.842 1.211 0.331
N 0.448 -0.336 -0.718
C 1.631 0.488 -0.837
H -2.429 -0.832 -0.938
H -2.474 -0.837 0.829
H -1.456 -2.021 -0.035
H 0.408 -1.248 -1.150
H 1.592 0.960 -1.819
H 2.597 -0.005 -0.731
H 1.582 1.365 -0.191
C -0.335 3.988 -1.293
C -1.438 4.758 -0.608
O -1.885 5.793 -1.127
N -2.003 4.184 0.437
C -3.109 4.800 1.176
H -0.800 3.357 -2.051
H 0.156 3.300 -0.605
H 0.433 4.640 -1.710
H -1.799 3.209 0.603
H -3.783 5.467 0.639
H -2.699 5.218 2.095
H -3.761 3.981 1.479
C 3.892 -2.485 -1.328
C 4.933 -1.492 -1.704
O 5.941 -1.471 -1.039
N 4.894 -0.748 -2.793
C 3.809 -0.725 -3.793
H 4.374 -3.326 -0.829
H 3.404 -2.941 -2.189
H 3.140 -2.037 -0.679
H 5.731 -0.222 -3.000
H 3.769 -1.591 -4.454
H 3.904 0.181 -4.391
H 2.807 -0.652 -3.371
N 2.389 -4.146 3.117
C 1.963 -4.432 1.873
C 1.102 -3.461 1.372
C 0.934 -2.591 2.446
C 1.829 -2.942 3.406
H 2.847 -4.823 3.709
H 2.277 -5.372 1.442
H 0.631 -3.397 0.402
H 0.371 -1.669 2.467
H 1.941 -2.540 4.403
N 3.035 5.688 -1.530
C 3.292 5.070 -0.349
C 3.609 3.740 -0.639
C 3.467 3.590 -1.964
C 3.022 4.753 -2.501
H 2.706 6.630 -1.688
H 3.348 5.619 0.579
H 4.009 3.059 0.098
H 3.806 2.709 -2.487
H 2.697 5.057 -3.485
N 2.181 3.818 2.972
C 1.036 3.893 2.199
C 0.760 5.253 2.208
C 1.780 5.941 2.889
C 2.714 5.064 3.284
H 2.670 2.938 3.050
H 0.616 2.991 1.779
H -0.114 5.662 1.723
H 1.870 7.001 3.076
H 3.701 5.134 3.716
N 2.803 1.075 4.932
C 4.041 1.635 4.887
C 4.569 1.510 3.599
C 3.631 0.775 2.803
C 2.574 0.516 3.677
H 2.125 1.038 5.680
H 4.480 2.001 5.804
H 5.527 1.832 3.218
H 3.668 0.564 1.745
H 1.604 0.096 3.451

Atom charges from the Löwdin analysis, given in e for atoms 1 to 4: -0.04 -0.42 0.02 -0.01